1.
Formula: C36H72O15
Source: the Open Molecules 2025 dataset
Level of theory: wB97M-V/def2-TZVPD

Atoms and positions in Å:
C 6.6846 -25.3659 16.2689
C 7.0285 -24.2214 17.1974
O 6.4209 -23.0213 16.6596
C 6.1978 -21.9574 17.4896
O 6.4664 -21.8237 18.7185
O 5.6808 -21.0201 16.7582
C 5.2984 -19.8279 17.3413
H 6.8868 -25.2277 15.2068
H 5.6273 -25.6270 16.3144
H 7.1842 -26.3198 16.4380
H 8.0955 -24.1295 17.4003
H 6.6006 -24.2754 18.1984
H 5.3494 -19.0853 16.5450
H 5.8797 -19.5273 18.2129
H 4.2863 -19.9513 17.7268
C 16.8137 -15.3565 24.5258
C 17.2404 -14.0374 23.9362
O 17.4675 -14.1696 22.4791
C 18.6228 -14.5154 21.8670
O 18.7905 -14.7534 20.6727
O 19.5528 -14.7100 22.8161
C 20.9209 -14.8554 22.5247
H 15.7607 -15.6305 24.4600
H 17.1534 -15.5806 25.5369
H 17.3414 -16.1383 23.9794
H 18.1087 -13.6066 24.4350
H 16.4166 -13.3512 24.1323
H 21.2525 -15.4082 21.6458
H 21.4560 -15.2221 23.4006
H 21.3286 -13.8679 22.3087
C 18.1934 -7.8516 17.2715
C 19.4754 -8.5388 17.5922
O 20.4779 -8.0009 16.7896
C 21.6778 -8.5742 16.7415
O 22.0004 -9.6021 17.3139
O 22.4217 -7.9664 15.7760
C 21.9784 -6.8560 15.0040
H 17.4066 -7.8469 18.0258
H 17.5486 -8.2176 16.4724
H 18.4568 -6.8509 16.9288
H 19.3003 -9.5902 17.3644
H 19.7298 -8.5477 18.6520
H 21.3186 -7.1834 14.2005
H 22.6630 -6.3368 14.3333
H 21.4056 -6.0939 15.5325
C 16.7830 -11.7522 12.9390
C 18.0438 -12.6784 12.8745
C 17.9768 -13.3795 11.5029
O 17.2476 -12.4338 10.7600
C 16.1399 -11.8497 11.5476
H 16.9249 -10.7040 13.2021
H 16.0597 -12.1863 13.6293
H 18.0152 -13.4732 13.6199
H 18.9447 -12.0892 13.0460
H 17.4820 -14.3494 11.4525
H 18.9426 -13.5414 11.0242
H 15.2230 -12.4289 11.4378
H 15.9874 -10.8647 11.1064
C 11.4457 -12.2808 20.1343
C 11.9178 -12.9425 18.9782
C 10.5438 -13.6826 18.5239
O 9.8186 -13.8884 19.7742
C 10.5662 -13.3134 20.8315
H 10.8660 -11.3739 19.9626
H 12.2436 -12.0840 20.8504
H 12.8517 -13.4933 19.0895
H 12.1225 -12.1973 18.2095
H 10.8496 -14.6171 18.0535
H 9.8421 -13.1102 17.9172
H 11.0374 -14.2037 21.2480
H 9.8483 -13.0159 21.5958
C 15.1263 -20.4869 13.4728
C 14.0746 -19.4873 13.1478
C 14.4089 -18.3603 14.0932
O 15.8373 -18.3468 14.2463
C 16.3276 -19.6470 13.9664
H 15.3076 -21.1649 12.6389
H 14.9252 -21.0081 14.4088
H 13.0998 -19.8689 13.4516
H 13.9841 -19.1002 12.1329
H 13.9219 -18.6079 15.0364
H 14.0643 -17.3443 13.9004
H 16.7964 -20.1132 14.8330
H 17.0489 -19.4832 13.1657
C 12.7716 -20.2330 21.4322
C 11.3618 -20.0603 22.0329
C 11.2299 -21.4111 22.6482
O 11.7956 -22.2783 21.7008
C 12.6183 -21.5202 20.7318
H 13.5854 -20.3912 22.1398
H 12.9890 -19.3484 20.8336
H 10.5116 -19.8850 21.3739
H 11.3730 -19.2820 22.7959
H 10.2291 -21.8140 22.8029
H 11.8327 -21.4385 23.5560
H 12.0414 -21.3973 19.8151
H 13.4856 -22.0789 20.3801
C 9.1507 -11.0573 28.4488
C 9.9193 -12.0340 29.1126
C 10.7310 -11.0969 29.9664
O 11.2093 -10.1262 28.9673
C 10.0957 -9.8872 28.1132
H 8.2714 -10.7088 28.9906
H 8.7746 -11.4907 27.5222
H 10.4198 -12.7050 28.4145
H 9.2700 -12.8294 29.4784
H 11.3919 -11.7063 30.5828
H 10.0557 -10.5877 30.6539
H 10.3248 -9.8988 27.0476
H 9.7497 -8.8966 28.4086
C 2.0035 -11.6923 19.1114
C 0.8180 -11.5298 18.2646
C 0.7982 -12.7657 17.4020
O 2.1703 -12.8096 17.0897
C 3.0015 -12.2489 18.1490
H 1.9091 -12.4821 19.8566
H 2.1392 -10.7680 19.6731
H 0.8110 -10.6437 17.6298
H -0.0580 -11.5342 18.9132
H 0.2497 -12.6266 16.4704
H 0.5274 -13.6829 17.9250
H 3.7788 -11.5359 17.8742
H 3.4916 -13.0819 18.6531

Output
**Kohn-Sham gap**: 9.57 eV
**ΔE to the lowest compared entry with this formula, charge and spin**: 179.05 kcal/mol
**E**: -2543.18210 a.u.
**2S+1**: 1
**E_LUMO**: 0.0120 Ha
**SMILES**: CCOC(=O)OC.CCOC(=O)OC.CCOC(=O)OC.C1CCOC1.C1CCOC1.C1CCOC1.C1CCOC1.C1CCOC1.C1CCOC1

Atom charges from the Mulliken analysis, given in e for atoms 1 to 8: -1.19 -0.17 -0.27 0.81 -0.62 -0.31 -0.66 0.31

2.
Formula: C4H5NS3
Source: the Open Molecules 2025 dataset
Level of theory: wB97M-V/def2-TZVPD

Atoms and positions in Å:
N 0.3926 2.8910 -0.1257
C -0.0173 1.8564 0.2860
C -0.4500 0.4905 0.5860
C -1.1973 -0.1717 -0.5396
S -2.2035 -1.6068 0.0167
S 1.0067 -0.4837 1.1801
C 2.0915 -0.4618 -0.1703
S 3.5584 -1.0990 -0.1595
H -1.0879 0.5625 1.4763
H -1.9359 0.5355 -0.8879
H -0.5955 -0.4895 -1.4027
H -1.2207 -2.1327 0.7703
H 1.6588 0.1093 -1.0297

Output
**Kohn-Sham gap**: 8.60 eV
**ΔE to the lowest compared entry with this formula, charge and spin**: 27.61 kcal/mol
**E**: -1404.68904 a.u.
**2S+1**: 1
**E_LUMO**: -0.0238 Ha
**SMILES**: N#C[C@@H](CS)SC=S

Atom charges from the natural (NBO) analysis, given in e for atoms 1 to 8: -0.28 0.25 -0.47 -0.52 -0.02 0.36 -0.53 0.10

3.
Formula: C49H35F5P2S3SbSc
Source: the Open Molecules 2025 dataset
Level of theory: wB97M-V/def2-TZVPD

Atoms and positions in Å:
Sc 1.3132 0.9055 -1.6873
S 3.4328 2.0093 -0.5410
P 3.0717 0.3398 0.6276
C 1.7747 -0.5321 -0.1703
P 2.0121 -1.8983 -1.2092
S 2.1898 -0.9204 -3.1259
C 3.4469 -3.0509 -0.9592
C 3.1907 -4.2182 -0.2670
C 4.2305 -5.1172 -0.0811
C 5.4441 -4.9673 -0.7862
C 5.6265 -3.8389 -1.4954
C 4.6683 -2.8140 -1.5546
C 0.5929 -2.9748 -1.4580
C -0.5795 -2.6592 -0.7825
C -1.5066 -3.7030 -0.6547
C -1.3772 -4.8863 -1.3715
C -0.1507 -5.1030 -1.9819
C 0.8581 -4.1848 -2.0533
C 2.3340 0.9703 2.2196
C 2.9751 2.1043 2.6293
C 2.4840 2.8372 3.7226
C 1.5266 2.2986 4.5290
C 0.9067 1.1049 4.1191
C 1.4206 0.3374 3.0907
C 4.6500 -0.4227 1.2636
C 4.6176 -1.1368 2.4503
C 5.8314 -1.7366 2.8817
C 7.0213 -1.5902 2.1694
C 7.0371 -0.9613 0.9311
C 5.8365 -0.3400 0.4791
H 2.2042 -4.5170 0.1733
H 4.1833 -5.9744 0.6210
H 6.2355 -5.7148 -0.6494
H 6.5710 -3.7067 -1.9594
H 4.9009 -1.8529 -2.0463
H -0.6900 -1.6282 -0.3887
H -2.4679 -3.6042 -0.0525
H -2.0373 -5.7438 -1.2363
H -0.0444 -6.0977 -2.3467
H 1.8274 -4.3585 -2.5808
H 3.6501 2.5741 1.9007
H 2.9413 3.7846 4.0015
H 1.1455 2.6579 5.5215
H 0.0874 0.6974 4.7209
H 0.9698 -0.6383 2.9020
H 3.7641 -1.1964 3.1309
H 5.7703 -2.4253 3.7263
H 7.9080 -2.1257 2.4729
H 7.9281 -0.9002 0.3264
H 5.8994 0.1626 -0.4617
F -1.9217 2.4664 -7.2123
C -1.6334 2.5610 -5.9024
C -1.3737 1.5189 -5.0727
F -1.6600 0.2180 -5.4092
C -0.9133 1.8220 -3.7804
F -0.4156 0.7120 -3.0012
C -0.6363 3.1241 -3.3457
S 0.2127 3.3337 -1.8717
C -1.2097 4.1330 -4.1208
F -1.4685 5.3573 -3.6119
C -1.5936 3.8786 -5.4426
F -2.1652 4.8479 -6.2128
C -3.6536 -2.3999 2.8298
C -4.4124 -2.0304 1.7273
C -4.2003 -0.8069 1.1043
C -3.0928 -0.0129 1.4166
C -2.3439 -0.3755 2.5254
C -2.7039 -1.5090 3.2705
Sb -2.1705 1.6237 0.3468
C -3.7130 1.4299 -1.1404
C -3.7198 0.3527 -2.0291
C -4.7004 0.3268 -3.0055
C -5.6375 1.3350 -3.1555
C -5.6184 2.4076 -2.2737
C -4.6869 2.4027 -1.1950
C -2.9975 3.2275 1.4865
C -2.7830 4.5091 1.0218
C -3.0778 5.6275 1.8577
C -3.5873 5.4151 3.1101
C -3.9573 4.1431 3.5158
C -3.6898 3.0466 2.6954
H -3.7903 -3.3780 3.2894
H -5.3335 -2.6764 1.4414
H -4.7409 -0.6455 0.2439
H -1.4719 0.1839 2.8029
H -2.1527 -1.8378 4.1543
H -2.8901 -0.3229 -2.0158
H -4.8337 -0.4757 -3.6760
H -6.3524 1.2620 -3.9618
H -6.2905 3.2735 -2.3134
H -4.6340 3.1619 -0.4094
H -2.4162 4.7413 0.0326
H -2.8203 6.5401 1.4572
H -3.7114 6.2424 3.7904
H -4.6055 3.9391 4.3731
H -4.0580 2.0632 2.9566

Output
**Kohn-Sham gap**: 7.84 eV
**E**: -5265.75582 a.u.
**2S+1**: 1
**E_LUMO**: 0.0034 Ha

Atom charges from the Mulliken analysis, given in e for atoms 1 to 8: -0.32 -0.51 1.53 -0.76 1.89 -0.59 0.76 -0.37